{
  "formula": "C33H59IN2O9P",
  "method": "ωB97M-V/def2-TZVPD",
  "total_charge": 1,
  "spin_multiplicity": 1,
  "e_lumo_ev": -4.355,
  "molar_mass_g_mol": 785.7,
  "e_tot_ha": -2718.24797,
  "e_homo_ev": -11.27,
  "elements": ["I", "P", "O", "O", "O", "O", "O", "O", "O", "O", "O", "N", "N", "C", "C", "C", "C", "C", "C", "C", "C", "C", "C", "C", "C", "C", "C", "C", "C", "C", "C", "C", "C", "C", "C", "C", "C", "C", "C", "C", "C", "C", "C", "C", "C", "C", "H", "H", "H", "H", "H", "H", "H", "H", "H", "H", "H", "H", "H", "H", "H", "H", "H", "H", "H", "H", "H", "H", "H", "H", "H", "H", "H", "H", "H", "H", "H", "H", "H", "H", "H", "H", "H", "H", "H", "H", "H", "H", "H", "H", "H", "H", "H", "H", "H", "H", "H", "H", "H", "H", "H", "H", "H", "H", "H"],
  "positions_angstrom": [[-5.32875, -3.04469, -3.04870], [0.09741, 1.21947, 0.53332], [-0.26560, 0.95577, 2.11783], [6.81536, -2.77929, 0.51280], [-0.99548, 0.82067, -5.54189], [-0.99449, 2.09450, 0.00935], [-3.33379, -3.02554, -2.77809], [-3.66366, -3.20960, -0.53608], [-5.84427, 2.60162, 1.73833], [-0.20431, -1.13851, -6.33746], [1.49545, 2.05718, 0.35618], [1.03032, -1.05548, -1.02738], [-2.46234, -0.29601, 0.07548], [2.43289, -0.55914, -0.92892], [2.96445, -0.85342, 0.53512], [-0.56620, 3.96871, 3.91036], [-5.89957, 4.00733, 1.45329], [6.60620, -5.13971, 0.48462], [-0.00809, -0.36613, -0.43758], [-4.84409, 0.50539, -0.23751], [-5.55502, -0.80259, 0.27642], [0.21382, -3.16413, -4.94424], [-1.26356, 4.59068, 2.62124], [0.98320, 0.98293, -6.97369], [-0.17462, 0.26566, -6.21596], [4.33612, -0.15543, 0.87111], [5.87207, -3.83423, 0.73457], [-1.57813, -2.19848, -1.27199], [-7.22118, 4.51344, 2.00295], [1.00489, 4.05224, 3.71737], [-0.48077, -4.22493, -2.62120], [-1.35805, -0.94470, -0.54618], [-0.35008, -1.68693, -4.99504], [4.21955, 1.19461, 1.67406], [3.21562, 2.59430, 3.56709], [0.86808, -2.23473, -1.71543], [-2.98241, -2.85710, -1.44573], [-0.42458, -2.86828, -1.85974], [-6.89733, 2.27089, 2.65596], [-0.78439, -4.09536, -4.15307], [-7.44815, 3.58427, 3.18121], [1.79407, 2.80622, 4.26043], [8.02395, -4.78388, 0.89077], [8.13243, -3.34392, 0.42267], [3.30752, 1.12134, 2.95045], [-3.43232, 0.28399, -0.88420], [-6.85839, 3.92117, 4.03854], [-4.89736, -1.48556, 0.87278], [8.45135, -3.28848, -0.62319], [-1.45552, -1.70156, -4.78675], [-4.78419, 1.19774, 0.64835], [-8.49066, 3.51404, 3.49123], [0.51420, -4.73421, -2.47982], [-3.45182, -0.27646, -1.86370], [0.59933, 1.83509, -7.58346], [-1.21428, -4.87562, -2.06996], [-3.04477, 1.31090, -1.14311], [-2.35060, 4.33982, 2.55139], [8.12101, -4.83165, 1.97900], [6.57617, -5.38807, -0.58036], [0.20437, -3.52140, -6.01216], [3.15762, -1.96436, 0.57091], [1.18774, 4.27173, 2.63114], [3.06712, -1.18680, -1.61193], [-2.90617, -0.87496, 0.78882], [2.14675, -0.66426, 1.27228], [4.06345, 2.81041, 4.26068], [-0.67572, -5.12715, -4.59188], [5.25850, 1.42322, 2.05105], [2.56785, 0.49167, -1.26729], [1.68385, 2.25897, -0.57751], [-7.66137, 1.71259, 2.10383], [3.69687, 0.38122, 3.70546], [-1.81897, -3.76571, -4.39929], [5.01159, -3.70207, 0.07285], [1.94898, 2.98539, 5.36322], [-0.76115, 4.24140, 1.68117], [8.82424, -2.75670, 1.02831], [-5.80345, 4.16670, 0.37763], [-6.37859, -0.47894, 0.97342], [-0.95197, 2.94737, 4.14990], [1.16926, 1.87362, 4.20898], [6.18624, -5.97729, 1.04179], [-0.86383, 4.65798, 4.74833], [5.52804, -3.76519, 1.77288], [2.25150, 0.82470, 2.74290], [1.70523, 1.40982, -6.23615], [1.34583, 4.94230, 4.31688], [1.50097, 0.20758, -7.59867], [-5.05112, 4.48573, 1.95367], [-8.01305, 4.37252, 1.26176], [-1.01980, 1.55685, 2.31138], [4.89197, -0.87108, 1.54055], [-6.50524, 1.63198, 3.44939], [-5.50881, 0.95221, -1.02758], [0.18681, -1.06331, -4.22760], [4.98589, -0.06795, -0.04504], [1.27432, -3.22528, -4.59719], [1.75305, -2.72379, -2.17841], [-1.19355, 5.71186, 2.61489], [3.96541, 2.06268, 1.00631], [8.78267, -5.43190, 0.45271], [-6.02210, -1.41991, -0.52915], [-7.19258, 5.56865, 2.27408], [3.21467, 3.27274, 2.66881]],
  "mulliken_charge": [0.278, 1.679, -0.536, -0.365, -0.499, -0.677, -0.596, -0.448, -0.264, -0.451, -0.504, 0.398, 0.095, -1.396, 0.160, -0.502, -0.320, -0.595, -0.382, -0.171, -0.777, -0.740, -0.880, -0.929, 0.764, -0.776, -0.088, 1.599, -0.573, -0.817, -1.379, -1.169, 0.117, -0.734, -0.916, -0.262, 0.299, 0.185, -0.558, -0.532, -0.559, -0.600, -0.555, -0.482, -0.186, -0.271, 0.277, 0.165, 0.271, 0.122, 0.102, 0.330, 0.521, 0.277, 0.319, 0.410, 0.173, 0.037, 0.263, 0.280, 0.405, 0.201, 0.398, 0.521, 0.360, 0.311, 0.386, 0.382, 0.464, 0.257, 0.358, 0.322, 0.334, 0.209, 0.030, 0.401, 0.215, 0.272, 0.290, 0.296, 0.343, 0.346, 0.364, 0.355, 0.276, -0.037, 0.226, 0.418, 0.301, 0.088, 0.260, 0.234, 0.208, 0.276, 0.400, 0.146, 0.331, 0.207, 0.386, 0.409, 0.274, 0.343, 0.062, 0.361, 0.383]
}

{
  "formula": "C33H59N4O3PTi",
  "method": "ωB97M-V/def2-TZVPD",
  "spin_multiplicity": 3,
  "e_lumo_ev": [0.278, 0.272],
  "molar_mass_g_mol": 638.7,
  "de_lowest_ev": 1.062,
  "e_tot_ha": -2928.26872,
  "e_homo_ev": [-4.48, -7.44],
  "elements": ["Ti", "P", "O", "O", "O", "N", "N", "N", "N", "C", "C", "C", "C", "C", "C", "C", "C", "C", "C", "C", "C", "C", "C", "C", "C", "C", "C", "C", "C", "C", "C", "C", "C", "C", "C", "C", "C", "C", "C", "C", "C", "C", "H", "H", "H", "H", "H", "H", "H", "H", "H", "H", "H", "H", "H", "H", "H", "H", "H", "H", "H", "H", "H", "H", "H", "H", "H", "H", "H", "H", "H", "H", "H", "H", "H", "H", "H", "H", "H", "H", "H", "H", "H", "H", "H", "H", "H", "H", "H", "H", "H", "H", "H", "H", "H", "H", "H", "H", "H", "H", "H"],
  "positions_angstrom": [[1.70261, 1.62932, -1.40556], [-3.29904, -2.10108, 0.60507], [1.91250, 0.87494, 0.23715], [3.76476, -0.52351, 4.34742], [3.16574, 2.78006, -1.12328], [3.15150, 0.93948, -4.74270], [5.02526, -0.64177, -1.34725], [0.79051, 1.23239, -3.27786], [2.40525, -0.85408, -2.30509], [0.64828, 5.41035, -0.94867], [-3.73839, -4.78693, 1.32667], [3.59704, 0.41439, 3.35878], [-2.93167, -1.96386, 3.52751], [0.92122, -1.08436, -2.33111], [-5.32038, 1.02441, -0.93928], [-4.55236, -3.61511, 0.83182], [4.57734, 2.36664, 2.38939], [-5.41671, -0.29077, 1.57221], [4.59320, 1.40947, 3.35245], [2.69637, 1.18485, 1.30656], [-5.16667, -3.88169, -0.57568], [2.80481, -1.70935, -1.18737], [2.53231, 0.45134, 2.43963], [-1.39615, 4.41170, -1.81567], [3.94604, -0.20942, -4.28101], [-5.65415, -3.33071, 1.84151], [-1.08435, -2.79387, 2.04098], [0.18208, -0.12836, -3.24482], [-6.28906, 0.71931, 1.28244], [-4.47798, -0.70144, 0.60504], [-4.42874, 0.04338, -0.60653], [2.77646, -1.40046, 4.95118], [4.27891, -1.87356, -1.06731], [4.80447, 4.10184, -0.11286], [-2.24109, -1.78988, 2.13244], [0.06988, 4.13774, -1.61458], [3.73525, 2.20677, 1.21568], [-1.68260, -0.35693, 1.97927], [3.08532, -1.25694, -3.61697], [0.24673, 2.90393, -0.68658], [3.83184, 2.98795, 0.00090], [-6.21791, 1.37056, 0.05203], [5.36345, 1.36214, 4.12712], [-2.16521, -1.84531, 4.30917], [4.91730, 0.04824, -0.61350], [-5.25351, -2.99897, 2.80473], [-5.55794, -0.91175, 2.44607], [-3.20608, -5.24966, 0.50990], [1.47359, 1.26541, -4.04127], [5.05889, 3.33799, 2.50781], [2.34893, -1.69178, -4.30951], [-3.28863, -2.99004, 3.71650], [-5.22029, 1.54982, -1.87516], [4.44528, 4.78151, -0.86510], [4.41515, -0.69444, -5.17487], [0.17091, 5.50669, 0.05203], [-6.98861, 2.15270, -0.10498], [-6.17018, -4.27860, 2.02365], [5.08785, 4.49052, 0.87604], [4.49911, -2.32140, -0.06095], [-3.12649, -4.47086, 2.20991], [4.72481, -2.55163, -1.81480], [3.57901, 1.81650, -4.51925], [-0.85201, -0.07721, -2.78581], [3.07590, 0.93453, -5.74081], [-0.71585, 2.42188, -0.47995], [2.31303, -1.24153, -0.27719], [6.05648, -0.87874, -1.38984], [-0.69321, -0.24252, 2.46124], [1.65449, -0.15529, 2.52347], [3.83345, -2.03699, -3.43758], [2.23601, -0.91724, 5.77666], [-7.05322, 0.98955, 1.97338], [2.29661, -2.70028, -1.22587], [0.13123, -0.55504, -4.22525], [-3.66198, -1.14339, 3.77318], [-4.39612, -5.55930, 1.78745], [5.82509, 3.76293, -0.46716], [-4.38313, -4.15567, -1.25850], [4.74656, 0.08553, -3.60797], [0.68556, -2.10082, -2.68316], [0.13152, 1.98861, -3.36142], [-5.69742, -2.99237, -0.92644], [-0.32516, -2.39365, 1.32247], [-0.58960, -2.86361, 3.05235], [-1.34807, -3.79195, 1.70330], [0.64228, -0.90619, -1.29425], [1.70294, 5.38694, -0.75684], [-3.65643, -0.24176, -1.31303], [3.34225, -2.17068, 5.45059], [2.00635, -1.86022, 4.26852], [-1.62154, 5.41743, -2.26144], [-6.45641, -2.64369, 1.52923], [0.67553, 4.05887, -2.52187], [0.76489, 3.20020, 0.21703], [0.42877, 6.25536, -1.57448], [-5.84685, -4.76039, -0.57868], [-1.47909, -0.16547, 0.87979], [-1.95047, 4.42131, -0.88836], [-1.92349, 3.65866, -2.44520], [-2.35463, 0.35836, 2.41289]],
  "mulliken_charge": [0.252, -0.160, 0.943, -0.478, -0.432, -0.580, -0.321, -0.402, 1.155, -1.813, -1.743, 0.773, -1.737, -1.182, -0.802, 1.916, -1.055, -0.260, -0.724, 0.318, -1.784, -0.044, -0.481, -1.690, -0.913, -2.038, -1.094, -0.961, -0.944, 0.756, -0.356, -0.605, -1.302, -1.723, 2.168, 1.511, 0.341, -2.159, -0.808, -1.148, 0.575, -0.283, 0.421, 0.563, 0.059, 0.286, 0.455, 0.348, 0.297, 0.213, 0.487, 0.349, 0.445, 0.408, 0.399, 0.350, 0.293, 0.614, 0.375, 0.392, 0.348, 0.451, 0.238, 0.329, 0.215, 0.367, -0.120, 0.273, 0.338, -0.394, 0.283, 0.280, 0.460, 0.320, 0.430, 0.200, 0.427, 0.279, 0.457, 0.294, 0.602, 0.399, 0.343, -0.094, 0.233, 0.375, 0.515, 0.207, 0.405, 0.297, 0.166, 0.404, 0.377, 0.170, 0.246, 0.524, 0.412, 0.374, 0.408, 0.275, 0.446]
}